Entry 1:
{
  "formula": "C3H4BeO4",
  "method": "ωB97M-V/def2-TZVPD",
  "elements": ["O", "C", "C", "O", "O", "C", "H", "H", "H", "Be", "O", "H"],
  "coordinates": [[-0.09, -1.93, 0.39], [-1.22, -0.88, -0.04], [0.55, -1.37, 1.53], [-2.47, -1.30, 0.17], [-0.88, 0.23, 0.74], [0.50, 0.10, 1.08], [1.59, -1.72, 1.58], [0.02, -1.59, 2.47], [0.71, 0.79, 1.91], [-2.22, -1.04, -1.25], [-1.00, -0.61, -1.36], [1.11, -0.15, 0.06]],
  "lowdin_charge": [-0.07, -0.73, -0.21, 0.06, -0.01, -0.13, 0.12, 0.12, 0.13, 0.51, 0.02, 0.18],
  "orbital_gap_ev": 8.761,
  "multiplicity": 1,
  "de_lowest_kj_mol": 95.42,
  "charge": 0,
  "lumo_energy_ha": -0.037
}

Entry 2:
{
  "formula": "C19H31N3O",
  "method": "ωB97M-V/def2-TZVPD",
  "elements": ["C", "C", "C", "C", "C", "C", "C", "C", "C", "C", "C", "N", "C", "O", "N", "C", "C", "N", "C", "C", "C", "C", "C", "H", "H", "H", "H", "H", "H", "H", "H", "H", "H", "H", "H", "H", "H", "H", "H", "H", "H", "H", "H", "H", "H", "H", "H", "H", "H", "H", "H", "H", "H", "H"],
  "coordinates": [[2.14, 3.17, -1.20], [3.05, 2.55, -0.46], [4.37, 3.20, -0.14], [2.81, 1.21, 0.09], [3.27, 0.86, 1.36], [3.01, -0.40, 1.87], [2.31, -1.33, 1.12], [1.85, -1.00, -0.15], [1.09, -2.07, -0.94], [2.12, -3.12, -1.39], [0.37, -1.52, -2.18], [0.14, -2.73, -0.06], [-0.92, -2.19, 0.62], [-1.78, -2.91, 1.09], [-0.94, -0.83, 0.74], [-1.84, -0.18, 1.66], [-2.35, 1.16, 1.13], [-3.47, 1.01, 0.23], [-3.15, 0.48, -1.08], [-3.73, -0.93, -1.26], [-4.41, 2.11, 0.24], [-3.86, 3.46, -0.25], [2.11, 0.26, -0.66], [1.18, 2.74, -1.42], [2.32, 4.16, -1.61], [5.18, 2.48, -0.24], [4.55, 4.04, -0.79], [4.37, 3.56, 0.89], [3.81, 1.57, 1.96], [3.36, -0.66, 2.85], [2.10, -2.30, 1.53], [1.63, -3.89, -1.99], [2.58, -3.59, -0.53], [2.89, -2.65, -1.99], [-0.22, -2.32, -2.62], [1.07, -1.17, -2.92], [-0.31, -0.72, -1.91], [0.01, -3.72, -0.23], [-0.10, -0.32, 0.51], [-2.67, -0.86, 1.83], [-1.33, -0.01, 2.62], [-2.70, 1.75, 1.99], [-1.51, 1.71, 0.67], [-2.07, 0.45, -1.22], [-3.56, 1.13, -1.87], [-3.31, -1.61, -0.53], [-3.50, -1.30, -2.26], [-4.80, -0.90, -1.14], [-4.79, 2.22, 1.26], [-5.26, 1.82, -0.40], [-4.66, 4.20, -0.25], [-3.07, 3.80, 0.41], [-3.47, 3.37, -1.26], [1.79, 0.53, -1.65]],
  "lowdin_charge": [0.06, -0.32, -0.06, -0.19, -0.03, -0.06, -0.03, -0.20, -0.50, -0.02, -0.02, 0.12, -0.57, 0.04, 0.08, -0.15, -0.19, -0.20, -0.25, -0.07, -0.25, -0.09, 0.02, 0.06, 0.06, 0.09, 0.08, 0.08, 0.11, 0.11, 0.12, 0.09, 0.09, 0.09, 0.09, 0.08, 0.06, 0.15, 0.11, 0.12, 0.12, 0.12, 0.12, 0.09, 0.11, 0.05, 0.07, 0.07, 0.11, 0.11, 0.07, 0.06, 0.06, 0.11],
  "orbital_gap_ev": 8.675,
  "multiplicity": 1,
  "smiles": "C=C(C)c1cccc(C(C)(C)NC(=O)NCCN(CC)CC)c1",
  "de_lowest_kj_mol": 21.14,
  "charge": 0,
  "lumo_energy_ha": 0.025
}

Entry 3:
{
  "formula": "C5H10O",
  "method": "ωB97M-V/def2-TZVPD",
  "elements": ["C", "O", "C", "C", "C", "C", "H", "H", "H", "H", "H", "H", "H", "H", "H", "H"],
  "coordinates": [[2.48, -0.67, -0.09], [1.27, -0.05, -0.39], [0.55, 0.46, 0.72], [-0.86, 0.88, 0.24], [-2.31, 0.09, 0.25], [-1.71, -0.24, -1.02], [2.36, -1.47, 0.66], [2.85, -1.13, -1.01], [3.25, 0.03, 0.27], [0.62, -0.25, 1.56], [1.06, 1.39, 1.10], [-0.69, 1.77, -0.36], [-3.21, 0.71, 0.23], [-2.37, -0.72, 0.98], [-1.25, -1.21, -1.19], [-2.11, 0.22, -1.93]],
  "lowdin_charge": [-0.13, -0.22, -0.25, -0.06, -0.20, -0.08, 0.09, 0.09, 0.09, 0.11, 0.12, 0.09, 0.09, 0.10, 0.08, 0.08],
  "orbital_gap_ev": 9.730,
  "multiplicity": 1,
  "smiles": "COCC1CC1",
  "de_lowest_kj_mol": 321.76,
  "charge": 0,
  "lumo_energy_ha": 0.042
}

Entry 4:
{
  "formula": "C8H17BrN2O5V",
  "method": "ωB97M-V/def2-TZVPD",
  "elements": ["O", "V", "C", "C", "O", "O", "H", "H", "H", "Br", "C", "O", "N", "C", "C", "H", "H", "H", "H", "H", "H", "H", "C", "O", "N", "C", "C", "H", "H", "H", "H", "H", "H", "H"],
  "coordinates": [[-3.97, -8.81, -25.71], [-4.23, -10.07, -24.85], [-3.57, -10.20, -20.80], [-3.93, -10.08, -22.26], [-3.66, -9.04, -22.90], [-4.35, -11.09, -22.88], [-2.50, -10.03, -20.67], [-3.89, -11.16, -20.38], [-4.05, -9.48, -20.13], [-4.95, -11.56, -26.88], [-1.25, -11.56, -24.82], [-2.17, -10.82, -25.13], [-1.37, -12.81, -24.39], [-0.15, -13.57, -24.11], [-2.65, -13.48, -24.33], [-0.23, -11.17, -24.88], [0.73, -13.00, -24.39], [-0.11, -14.45, -24.75], [-0.12, -13.83, -23.05], [-2.61, -14.39, -24.93], [-2.94, -13.62, -23.29], [-3.44, -12.86, -24.75], [-7.25, -8.72, -24.24], [-6.25, -9.33, -24.55], [-7.24, -7.41, -23.97], [-8.48, -6.72, -23.66], [-6.04, -6.63, -24.15], [-8.24, -9.17, -24.12], [-9.22, -7.36, -23.20], [-8.89, -6.31, -24.59], [-8.27, -5.91, -22.97], [-5.98, -5.81, -23.43], [-5.15, -7.25, -23.95], [-5.94, -6.20, -25.15]],
  "mulliken_spin": [-0.21, 1.22, 0.00, 0.00, -0.01, 0.00, 0.00, 0.00, 0.00, -0.01, 0.00, -0.01, 0.00, 0.00, 0.00, 0.00, 0.00, 0.00, 0.00, 0.00, 0.00, 0.00, 0.00, 0.00, 0.00, 0.00, 0.00, 0.00, 0.00, 0.00, 0.00, 0.00, 0.00, 0.00],
  "orbital_gap_ev": [8.945, 9.032],
  "s_squared": 0.775,
  "multiplicity": 2,
  "de_lowest_kj_mol": 47.58,
  "charge": 0,
  "lumo_energy_ha": [0.021, 0.021]
}

Entry 5:
{
  "formula": "C19H37ClFNO7P2S2",
  "method": "ωB97M-V/def2-TZVPD",
  "elements": ["C", "C", "P", "C", "C", "C", "P", "O", "O", "O", "N", "C", "O", "C", "S", "C", "C", "C", "F", "C", "C", "C", "C", "C", "S", "O", "O", "Cl", "C", "C", "C", "O", "C", "H", "H", "H", "H", "H", "H", "H", "H", "H", "H", "H", "H", "H", "H", "H", "H", "H", "H", "H", "H", "H", "H", "H", "H", "H", "H", "H", "H", "H", "H", "H", "H", "H", "H", "H", "H", "H"],
  "coordinates": [[3.60, -2.61, 3.47], [2.52, -2.15, 2.38], [2.46, -0.25, 2.16], [4.24, 0.36, 2.36], [1.79, 0.17, 0.39], [2.72, -0.73, -0.57], [3.52, 0.21, -1.99], [2.55, 0.90, -2.94], [4.80, 1.22, -1.47], [4.30, -1.01, -2.92], [2.27, 1.56, 0.09], [1.13, 2.28, -0.48], [1.29, 3.14, -1.35], [-0.12, 1.72, 0.32], [0.22, 2.46, 2.04], [-1.60, 2.25, 0.06], [-1.82, 3.14, -1.24], [-1.40, 4.68, -1.08], [-1.31, 2.54, -2.45], [0.18, 0.12, 0.19], [-0.33, -0.26, -1.30], [-0.35, -1.87, -1.56], [-1.74, -2.38, -2.16], [-1.70, -2.54, -3.77], [-3.23, -1.65, -4.38], [-3.49, -1.93, -5.82], [-4.44, -2.08, -3.58], [-2.83, 0.38, -4.03], [-0.50, -0.73, 1.35], [-2.07, -1.00, 1.22], [-2.96, -0.07, 2.20], [-3.86, -0.84, 3.02], [-4.95, 0.03, 3.44], [3.40, -2.15, 4.48], [3.45, -3.74, 3.61], [4.68, -2.51, 3.13], [1.52, -2.57, 2.69], [2.81, -2.67, 1.40], [4.98, -0.01, 1.58], [4.19, 1.50, 2.41], [4.58, 0.02, 3.40], [2.24, -1.68, -0.97], [3.60, -1.08, 0.08], [4.68, 2.06, -1.96], [4.61, -0.53, -3.72], [2.74, 2.08, 0.83], [-0.57, 1.81, 2.97], [-1.96, 2.88, 0.95], [-2.38, 1.40, -0.01], [-2.96, 3.17, -1.41], [-1.06, 5.05, -2.10], [-0.62, 4.79, -0.26], [-2.33, 5.24, -0.75], [0.26, 0.27, -2.11], [-1.42, 0.05, -1.47], [0.42, -2.03, -2.40], [0.03, -2.46, -0.68], [-2.63, -1.77, -1.80], [-1.88, -3.45, -1.77], [-1.75, -3.63, -4.05], [-0.76, -2.10, -4.23], [0.01, -1.76, 1.34], [-0.34, -0.28, 2.40], [-2.49, -0.93, 0.17], [-2.26, -2.07, 1.59], [-3.62, 0.59, 1.53], [-2.32, 0.59, 2.88], [-4.72, 1.13, 3.29], [-5.90, -0.19, 2.83], [-5.16, -0.10, 4.56]],
  "lowdin_charge": [-0.19, -0.42, 0.95, -0.30, -0.50, -0.19, 0.65, -0.33, -0.20, -0.21, -0.01, -0.41, 0.12, -0.47, 0.79, -0.15, -0.31, -0.05, -0.10, -0.30, -0.10, -0.17, -0.22, -0.23, 0.45, -0.39, -0.39, 0.39, -0.17, -0.12, -0.23, -0.22, -0.11, 0.07, 0.08, 0.08, 0.07, 0.08, 0.05, 0.05, 0.05, 0.09, 0.07, 0.08, 0.07, 0.10, -0.11, 0.10, 0.10, 0.14, 0.09, 0.07, 0.09, 0.12, 0.08, 0.11, 0.10, 0.08, 0.12, 0.12, 0.11, 0.09, 0.08, 0.09, 0.13, 0.11, 0.11, 0.08, 0.10, 0.10],
  "orbital_gap_ev": 7.599,
  "multiplicity": 1,
  "smiles": "CCP(C)[C@]1(CP(=O)(O)O)NC(=O)[C@@](S)(C[C@@H](C)F)[C@]1(CCCCS(=O)(=O)Cl)CCCOC",
  "charge": 0,
  "lumo_energy_ha": -0.015
}

Entry 6:
{
  "formula": "C27H39AuN6O2S2",
  "method": "ωB97M-V/def2-TZVPD",
  "elements": ["Au", "C", "N", "C", "C", "N", "C", "S", "H", "H", "H", "H", "H", "H", "C", "N", "C", "N", "S", "H", "H", "H", "H", "H", "H", "C", "C", "C", "C", "C", "C", "C", "O", "C", "C", "C", "H", "H", "H", "H", "H", "H", "H", "H", "H", "H", "H", "H", "C", "C", "C", "C", "O", "H", "H", "H", "H", "H", "H", "H", "H", "H", "N", "C", "N", "C", "C", "C", "C", "C", "C", "H", "H", "H", "H", "H", "H"],
  "coordinates": [[-0.97, 0.50, -1.04], [1.06, -3.19, -3.01], [1.22, -1.93, -3.73], [2.31, -1.62, -4.50], [2.11, -0.38, -5.01], [0.89, 0.03, -4.53], [0.35, -0.92, -3.75], [-1.23, -0.88, -3.07], [2.01, -3.49, -2.59], [0.70, -3.97, -3.69], [0.33, -3.05, -2.22], [3.13, -2.30, -4.64], [2.71, 0.22, -5.67], [0.44, 0.91, -4.75], [-3.74, 2.83, 2.48], [-3.31, 1.79, 1.55], [-3.22, 0.52, 1.85], [-3.59, 0.06, 3.05], [-2.61, -0.65, 0.73], [-4.03, 3.70, 1.91], [-2.93, 3.11, 3.16], [-4.60, 2.52, 3.07], [-3.03, 2.08, 0.61], [-4.04, 0.65, 3.73], [-3.58, -0.93, 3.21], [4.48, -5.19, 2.54], [3.67, -4.07, 1.98], [2.32, -4.25, 1.65], [1.57, -3.25, 1.06], [0.12, -3.52, 0.79], [2.19, -2.00, 0.78], [1.52, -0.95, 0.09], [0.47, -1.07, -0.57], [3.54, -1.78, 1.18], [4.22, -0.45, 0.99], [4.24, -2.82, 1.75], [3.86, -6.03, 2.82], [5.05, -4.85, 3.41], [5.21, -5.52, 1.80], [1.85, -5.20, 1.87], [-0.20, -4.42, 1.32], [-0.07, -3.68, -0.28], [-0.51, -2.69, 1.09], [2.01, 0.03, 0.12], [4.34, -0.21, -0.07], [5.21, -0.47, 1.44], [3.66, 0.36, 1.46], [5.28, -2.66, 2.04], [-3.75, 3.63, -2.24], [-3.01, 2.31, -2.52], [-2.12, 2.48, -3.75], [-4.04, 1.19, -2.74], [-2.25, 2.09, -1.35], [-4.29, 3.94, -3.12], [-3.04, 4.41, -1.96], [-4.46, 3.50, -1.42], [-2.73, 2.66, -4.63], [-1.54, 1.56, -3.90], [-1.43, 3.31, -3.62], [-4.62, 1.38, -3.65], [-4.72, 1.12, -1.89], [-3.53, 0.24, -2.85], [0.26, 3.95, 1.28], [-0.02, 3.26, 0.16], [-0.09, 1.97, 0.39], [0.14, 1.79, 1.75], [0.17, 0.64, 2.54], [0.46, 0.80, 3.88], [0.70, 2.06, 4.44], [0.67, 3.21, 3.67], [0.38, 3.05, 2.32], [0.40, 4.94, 1.33], [-0.18, 3.71, -0.80], [-0.04, -0.33, 2.11], [0.50, -0.08, 4.52], [0.92, 2.14, 5.49], [0.85, 4.18, 4.10]],
  "lowdin_charge": [0.92, 0.01, -0.09, -0.01, -0.02, 0.10, -0.68, 0.78, 0.11, 0.12, 0.05, 0.14, 0.14, 0.16, -0.04, -0.02, -0.84, 0.13, 0.63, 0.10, 0.09, 0.09, 0.10, 0.11, 0.10, -0.02, -0.21, 0.02, -0.16, -0.02, -0.11, -0.17, -0.19, -0.19, -0.03, 0.01, 0.09, 0.10, 0.10, 0.13, 0.09, 0.07, 0.04, 0.12, 0.09, 0.09, 0.09, 0.13, -0.01, -0.71, -0.05, -0.04, -0.31, 0.10, 0.09, 0.09, 0.10, 0.00, 0.09, 0.10, 0.09, 0.01, 0.16, -0.13, 0.00, -0.23, -0.04, -0.05, -0.06, 0.00, -0.18, 0.18, 0.14, 0.08, 0.12, 0.12, 0.12],
  "orbital_gap_ev": 5.628,
  "multiplicity": 1,
  "de_lowest_kj_mol": 47.50,
  "charge": 2,
  "lumo_energy_ha": -0.279
}

no.,strongest force on any atom (eV/Å)
1,9.33
2,0.62
3,3.68
4,1.75
5,5.78
6,1.62